Formula: C19H25BrNO5PTa
Source: the Open Molecules 2025 dataset
Level of theory: wB97M-V/def2-TZVPD

## Properties
E_LUMO = -11.4 eV
Total charge = +3
Electronic energy = -4141.378753 hartree
ΔE to the lowest compared entry with this formula, charge and spin = 215.53 kJ/mol
Kohn-Sham gap = 7.071 eV

Structure (XYZ):
```
53
Properties=species:S:1:pos:R:3:mulliken_charge:R:1
H -3.535 1.463 -0.807 0.52
H 1.718 -3.068 0.617 0.38
C -2.830 -0.484 -1.466 0.28
H 1.847 0.594 -3.326 0.31
O 3.094 -0.019 0.036 -0.22
C 2.248 1.423 -2.744 -1.03
O 0.856 0.698 -0.824 -0.26
H 6.349 0.797 0.466 0.43
H -1.319 2.591 4.949 0.53
H 2.412 2.263 -3.419 0.45
C -3.216 0.870 -1.657 0.04
H -0.581 -3.364 -0.325 0.29
H 5.629 0.047 -0.961 0.33
H -3.061 1.012 -5.028 0.49
H -0.154 -2.254 -1.685 0.22
O 0.816 -1.195 0.614 -0.27
C -3.284 1.401 -2.928 -0.94
C -1.335 1.561 4.618 -0.72
H -2.381 -1.343 -4.724 0.47
H -1.440 0.692 6.581 0.49
H -2.285 -2.327 -2.481 0.57
H -3.615 2.421 -3.071 0.48
H -3.846 -0.739 0.417 0.57
C -2.507 -1.272 -2.595 -0.23
H 4.639 -0.935 1.080 0.29
C -1.251 2.229 2.126 -0.19
P 1.698 0.377 0.575 0.32
C 0.225 -2.978 -0.956 -1.17
C -1.401 0.494 5.517 -0.29
H -3.012 -2.183 -0.145 0.56
H -1.505 -1.658 5.749 0.48
C 1.338 -2.378 -0.132 0.03
N -1.294 -0.017 2.844 -0.52
Ta -1.042 -0.210 0.541 1.61
C 1.274 1.856 -1.673 -0.33
H 3.207 1.135 -2.323 0.19
O -1.527 1.519 0.976 -0.40
O -0.951 3.364 2.173 -0.37
C 4.380 0.081 0.792 -0.19
H 2.156 -2.037 -0.759 0.19
H 1.693 2.627 -1.022 0.35
H 0.350 2.229 -2.106 0.37
H 0.622 -3.824 -1.518 0.51
C -1.359 -1.028 3.702 0.52
C -2.974 0.605 -4.028 -0.35
C -1.302 1.259 3.277 0.86
C 5.427 0.689 -0.104 -1.19
C -2.587 -0.729 -3.858 -0.88
Br -1.349 -2.693 2.813 0.02
C -2.950 -1.092 -0.101 -0.68
H 4.212 0.677 1.690 0.40
C -1.428 -0.823 5.066 -0.59
H 5.129 1.678 -0.452 0.31
```